Entry 1:
# C3H4F3NO2PdSbSe4

C3H4F3NO2PdSbSe4 as an isolated structure at a distorted geometry (wB97M-V/def2-TZVPD, the OMol25 dataset).

LUMO level (spin up / spin down): 1.3 / 0.1 eV
Frontier orbital gap (spin up / spin down): 6.61 / 5.34 eV
Net charge: -1
Energy above the lowest of the compared OMol25 structures with the same formula, charge and spin: 0.0000 eV
HOMO (spin up / spin down): -5.28 / -5.27 eV
Spin multiplicity: 3

Each line ends with the natural charge from an NBO analysis.
Atoms and positions in Å:
Pd1 -0.0025 -0.2864 0.1202  0.71
N1 2.2259 -0.5095 -0.5051  -0.86
C1 2.9051 -1.0095 0.7038  -0.36
C2 2.3446 -0.3614 1.9819  0.75
O1 3.0448 -0.4179 2.9819  -0.67
O2 1.1796 0.1642 1.8794  -0.80
H1 2.5198 -1.0284 -1.3228  0.38
H2 2.4932 0.4576 -0.6507  0.39
H3 3.9805 -0.8290 0.6949  0.20
H4 2.7412 -2.0858 0.7826  0.21
Se1 -5.9451 -0.6904 1.0664  -0.64
Sb1 -4.5831 -0.3688 -0.8663  0.97
Se2 -4.6986 2.0095 -1.5808  -0.20
Se3 -4.8281 -1.8063 -2.7589  -0.65
Se4 -2.1439 -0.8568 -0.0238  -0.35
F1 -1.0022 2.2920 0.3370  -0.32
C3 -0.3037 1.5428 -0.5094  0.92
F2 0.9260 2.1256 -0.6085  -0.36
F3 -0.8534 1.6587 -1.7216  -0.33

Cartesian forces (eV/Å) of the 3 atoms listed first:
Pd 0.8 0.6 0.2
N 0.1 0.0 0.1
C 0.1 0.0 0.0

Entry 2:
# C28H54Ba2F6N2O28P4

C28H54Ba2F6N2O28P4 as an isolated structure at a distorted geometry (wB97M-V/def2-TZVPD, the OMol25 dataset).

LUMO level: -7.0 eV
Frontier orbital gap: 2.14 eV
Net charge: +2
Energy above the lowest of the compared OMol25 structures with the same formula, charge and spin: 0.0000 eV
HOMO: -9.16 eV

Each line ends with the Löwdin charge.
Atoms and positions in Å:
Ba1 -1.9417 -5.2287 -3.2366  1.81
Ba2 -2.4164 7.6626 0.7659  1.81
C1 -0.6118 1.0903 -1.3127  -0.03
C2 -1.2375 -0.2264 -1.4713  -0.34
C3 -2.7576 -0.3500 -1.0036  -0.33
O1 -3.3300 -1.4813 -1.0821  -0.10
C4 -3.3792 0.8449 -0.4744  -0.03
C5 -2.7303 2.0400 -0.4100  -0.37
C6 -1.2682 2.2201 -0.9404  -0.37
O2 -0.5978 3.3422 -0.9318  -0.13
O3 -3.4414 3.0470 -0.0051  -0.12
O4 -0.6509 -1.2208 -1.9476  -0.08
H1 0.4035 1.1888 -1.6674  0.10
H2 -4.4021 0.8569 -0.1280  0.11
C7 -7.2472 -1.9949 -5.1421  0.04
N1 -8.1948 -0.8344 -4.9191  -0.43
O5 -9.3536 -1.1823 -5.0337  0.06
O6 -7.8050 0.3228 -4.7836  0.07
H3 -7.7139 -2.6254 -5.8988  0.09
H4 -6.9801 -2.5437 -4.2390  0.09
H5 -6.4829 -1.4710 -5.7162  0.09
C8 5.4213 3.5131 -1.7463  0.02
N2 6.5245 4.1832 -2.4290  -0.41
O7 7.5587 4.5371 -1.8165  0.06
O8 6.2579 4.5310 -3.6017  0.03
H6 5.6652 2.8644 -0.9050  0.10
H7 5.0499 2.8489 -2.5266  0.10
H8 4.6072 4.2191 -1.5825  0.10
C9 -3.8220 3.3688 5.1457  -0.10
O9 -2.5483 3.0346 5.6428  -0.24
P1 -1.2558 3.9844 5.3940  0.51
O10 -1.4706 5.1310 4.4330  -0.31
O11 -0.8067 4.4512 6.8941  -0.20
C10 -1.6258 4.2495 8.0047  -0.13
O12 -0.1115 2.9009 4.9928  -0.23
C11 -0.2560 2.1006 3.8671  -0.10
H9 -3.8933 4.2202 4.4688  0.07
H10 -4.3848 3.5979 6.0506  0.09
H11 -4.1053 2.4733 4.5925  0.10
H12 -1.3853 5.0094 8.7483  0.10
H13 -1.5704 3.3023 8.5412  0.09
H14 -2.6984 4.2601 7.8110  0.08
H15 0.1989 1.1384 4.1021  0.10
H16 0.3754 2.6871 3.1997  0.10
H17 -1.2966 2.0507 3.5463  0.09
C12 -1.8484 -5.8522 3.0345  -0.04
O13 -1.0713 -7.0940 3.0312  -0.23
P2 0.0449 -7.4670 1.9760  0.47
O14 -0.2262 -7.1425 0.5340  -0.31
O15 1.3403 -6.5871 2.6413  -0.25
C13 2.0020 -6.9655 3.8290  -0.12
O16 0.3492 -9.0014 2.2574  -0.21
C14 0.7216 -9.9309 1.2733  -0.10
H18 -1.5283 -5.3758 3.9611  0.10
H19 -2.9107 -6.0958 3.0485  0.09
H20 -1.6464 -5.1818 2.1991  0.08
H21 2.9614 -7.4404 3.6234  0.09
H22 1.3076 -7.6440 4.3245  0.08
H23 2.1046 -6.1366 4.5293  0.09
H24 -0.0713 -9.7894 0.5389  0.08
H25 0.6020 -10.9587 1.6160  0.10
H26 1.7359 -9.8903 0.8763  0.10
C15 3.4403 -1.2098 -5.9680  -0.11
O17 2.7280 -1.7037 -7.1031  -0.20
P3 2.3688 -3.2816 -7.1250  0.45
O18 1.6790 -3.9278 -5.9496  -0.32
O19 3.7972 -3.9130 -7.4996  -0.24
C16 4.8539 -4.2996 -6.4736  -0.02
O20 1.4840 -3.4363 -8.4841  -0.22
C17 1.3422 -4.6631 -9.2010  -0.11
H27 4.4951 -1.1033 -6.2212  0.09
H28 3.2987 -1.7804 -5.0501  0.08
H29 3.2229 -0.1878 -5.6573  0.09
H30 5.7433 -3.7052 -6.6828  0.09
H31 5.1431 -5.3480 -6.5457  0.08
H32 4.5473 -4.1216 -5.4429  0.08
H33 1.8138 -4.4953 -10.1692  0.09
H34 0.3521 -5.0976 -9.3391  0.09
H35 2.0240 -5.4424 -8.8602  0.08
C18 5.0906 10.1563 0.5663  -0.12
O21 3.7971 9.6618 0.7375  -0.22
P4 3.3648 8.1200 0.4071  0.49
O22 1.9779 7.9413 0.9111  -0.29
O23 3.6946 7.9533 -1.1449  -0.17
C19 2.5665 7.9578 -1.9836  -0.13
O24 4.4771 7.1497 1.1696  -0.21
C20 4.1056 6.5102 2.3821  -0.12
H36 5.1207 11.1496 0.1184  0.09
H37 5.6777 9.4725 -0.0468  0.09
H38 5.6218 10.3008 1.5070  0.09
H39 1.5630 7.7604 -1.6066  0.06
H40 2.6150 7.2364 -2.7993  0.10
H41 2.3921 8.9553 -2.3869  0.10
H42 4.1987 7.1765 3.2397  0.09
H43 4.7857 5.6681 2.5103  0.09
H44 3.1132 6.0785 2.5117  0.08
C21 -9.1972 -2.2856 0.8419  -0.07
C22 -8.8651 -1.6864 2.2125  -0.21
O25 -9.9219 -0.9021 2.7765  -0.01
C23 -10.3209 -0.9239 4.1144  -0.29
O26 -9.7434 -1.6942 4.8791  0.14
C24 -11.4551 0.0093 4.4581  -0.56
F1 -10.9035 1.0989 4.9975  0.17
F2 -12.1534 0.3557 3.3686  0.17
F3 -12.3108 -0.4986 5.3530  0.18
H45 -10.0148 -3.0058 0.8701  0.08
H46 -8.2981 -2.8288 0.5506  0.08
H47 -9.5809 -1.6028 0.0839  0.07
H48 -7.8913 -1.2228 2.3702  0.13
H49 -8.7788 -2.6156 2.7758  0.11
C25 4.4124 -2.5559 0.8406  -0.06
C26 5.2780 -1.6441 -0.0243  -0.22
O27 6.6359 -1.5909 0.3685  0.03
C27 7.5079 -1.0990 -0.5493  -0.30
O28 7.2849 -0.7390 -1.7427  0.10
C28 8.9475 -1.1532 -0.0489  -0.54
F4 8.9950 -1.8983 1.1189  0.11
F5 9.7368 -1.8753 -0.7818  0.21
F6 9.4104 0.0985 0.0810  0.18
H50 4.2428 -2.0439 1.7879  0.08
H51 4.8450 -3.5516 0.9386  0.08
H52 3.4193 -2.6406 0.3993  0.08
H53 4.8501 -0.6604 0.1688  0.13
H54 5.2171 -1.9364 -1.0727  0.12

Cartesian forces (eV/Å) of the 3 atoms listed first:
Ba 0.6 1.2 0.7
Ba 0.7 -1.3 0.1
C -0.3 -3.4 -1.1

Entry 3:
# C60H165N23O22

A 17-piece molecular cluster, C60H165N23O22 overall at a distorted geometry (wB97M-V/def2-TZVPD, the OMol25 dataset).

LUMO level: -0.2 eV
Frontier orbital gap: 7.93 eV
HOMO: -8.14 eV

Each line ends with the Löwdin charge.
Atoms and positions in Å:
C1 7.8303 3.8363 -2.6521  -0.68
O1 8.4219 2.9894 -3.2982  0.02
N1 7.7687 3.9489 -1.2851  0.16
N2 7.0533 4.8296 -3.2072  0.14
H1 8.1911 3.1829 -0.7856  0.10
H2 7.4907 4.7860 -0.8097  0.07
H3 7.0659 4.8110 -4.2133  0.10
H4 6.4131 5.2941 -2.5788  0.04
C2 4.2596 -0.3706 3.2769  -0.68
O2 4.7288 -0.6225 4.3835  0.00
N3 5.0993 -0.0036 2.2581  0.16
N4 2.9494 -0.4677 2.9208  0.19
H5 6.0788 -0.0308 2.4672  0.11
H6 4.6596 0.2757 1.4020  0.06
H7 2.6517 -0.1910 2.0031  0.05
H8 2.3649 -0.8819 3.6287  0.07
C3 -2.0516 -6.1453 4.4113  -0.65
O3 -0.8123 -6.2067 4.4394  -0.01
N5 -2.8102 -5.0300 4.5865  0.18
N6 -2.7829 -7.2564 4.1695  0.16
H9 -2.2023 -4.2768 4.8858  0.07
H10 -3.7796 -5.0085 4.3454  0.10
H11 -2.2660 -8.1171 4.1355  0.11
H12 -3.7784 -7.1527 4.1335  0.10
C4 0.0513 -2.7271 4.9151  -0.63
O4 -1.0563 -2.5533 4.3785  -0.04
N7 0.8727 -1.6813 5.2330  0.16
N8 0.5724 -3.9219 5.2198  0.17
H13 1.6579 -1.9046 5.8133  0.10
H14 0.4885 -0.7701 4.9922  0.06
H15 0.1319 -4.8109 4.9213  0.06
H16 1.3698 -3.9494 5.8258  0.10
C5 0.2632 2.4253 -3.5783  -0.65
O5 -0.3673 1.4912 -3.0738  -0.01
N9 1.4569 2.8138 -3.0738  0.19
N10 -0.0948 3.0999 -4.6953  0.18
H17 2.0118 3.4684 -3.5937  0.11
H18 1.8426 2.3637 -2.2538  0.07
H19 0.2956 4.0030 -4.8894  0.10
H20 -1.0282 2.8830 -5.0117  0.10
C6 -3.8758 1.1687 -2.8848  -0.69
O6 -5.0975 1.2442 -2.9680  0.01
N11 -3.1317 0.4733 -1.9769  0.17
N12 -3.0115 1.9318 -3.6162  0.13
H21 -3.6633 -0.2197 -1.4642  0.07
H22 -2.1322 0.5240 -2.0336  0.05
H23 -3.3368 2.6713 -4.2144  0.09
H24 -2.0609 1.9600 -3.2378  0.03
C7 -0.0905 -6.4439 -0.8610  -0.11
O7 0.9143 -6.4231 -1.8727  -0.15
C8 0.7525 -5.2070 -2.5650  -0.23
C9 1.7549 -5.2826 -3.7505  -0.19
N13 1.5133 -4.3796 -4.8514  -0.06
C10 2.3881 -4.5101 -6.0090  -0.20
C11 2.5398 -3.1730 -6.6817  -0.23
O8 3.3354 -2.2973 -5.8989  -0.20
C12 3.2563 -0.9350 -6.2777  -0.11
H25 -1.1320 -6.3624 -1.1812  0.06
H26 0.0725 -5.7051 -0.0716  0.09
H27 -0.0405 -7.4295 -0.3937  0.09
H28 1.0081 -4.3035 -1.9946  0.11
H29 -0.2528 -4.9387 -2.9055  0.10
H30 1.8687 -6.3060 -4.1100  0.12
H31 2.6910 -5.0411 -3.2235  0.12
H32 1.5127 -3.4379 -4.4832  0.07
H33 1.9137 -5.2422 -6.6670  0.12
H34 3.3940 -4.8830 -5.7805  0.12
H35 1.5971 -2.7241 -7.0068  0.11
H36 3.0852 -3.3658 -7.6148  0.12
H37 2.2652 -0.5199 -6.0821  0.09
H38 3.3985 -0.7705 -7.3548  0.09
H39 4.1031 -0.3608 -5.9062  0.08
C13 -4.2353 -9.9719 -0.0763  -0.12
O9 -4.4532 -8.6196 0.2069  -0.19
C14 -3.3194 -7.7952 -0.0231  -0.23
C15 -3.5571 -6.3347 0.2349  -0.21
N14 -4.3376 -5.6163 -0.7896  -0.05
C16 -5.7417 -5.9837 -0.8231  -0.21
C17 -6.4528 -5.2117 -1.9237  -0.22
O10 -7.8232 -5.5844 -1.8950  -0.17
C18 -8.6189 -4.8859 -2.8216  -0.13
H40 -3.6528 -10.4726 0.7071  0.09
H41 -3.6739 -10.0939 -1.0078  0.09
H42 -5.2060 -10.4636 -0.1132  0.09
H43 -2.9609 -7.8475 -1.0581  0.12
H44 -2.5217 -8.1167 0.6561  0.12
H45 -2.6249 -5.8143 0.4589  0.09
H46 -4.1232 -6.1756 1.1593  0.12
H47 -3.9893 -5.9143 -1.6986  0.10
H48 -6.1707 -5.7396 0.1506  0.13
H49 -5.8226 -7.0556 -1.0286  0.12
H50 -5.9151 -5.3382 -2.8677  0.13
H51 -6.3886 -4.1610 -1.6196  0.09
H52 -8.4039 -3.8103 -2.8490  0.08
H53 -9.6266 -4.9942 -2.4194  0.09
H54 -8.6450 -5.1280 -3.8890  0.08
C19 4.4222 2.6485 -0.9049  -0.08
O11 3.1659 2.0655 -0.6473  -0.26
C20 2.3092 2.7301 0.2915  -0.16
C21 0.8656 2.1671 0.3008  -0.17
N15 0.9022 0.8067 0.8391  -0.06
C22 -0.4392 0.2353 0.7521  -0.18
C23 -0.4253 -1.1854 1.3525  -0.21
O12 -1.6797 -1.7491 1.0223  -0.21
C24 -2.0128 -3.1005 1.3380  -0.09
H55 4.8611 2.3031 -1.8417  0.09
H56 5.1893 2.5272 -0.1362  0.08
H57 4.3645 3.7312 -1.0652  0.08
H58 2.2332 3.7674 -0.0514  0.12
H59 2.7198 2.6398 1.2999  0.11
H60 0.3363 2.2144 -0.6583  0.10
H61 0.2086 2.7325 0.9609  0.09
H62 1.5416 0.2669 0.2670  0.04
H63 -0.7506 0.1092 -0.2898  0.11
H64 -1.2295 0.7091 1.3362  0.10
H65 -0.2442 -1.1005 2.4232  0.09
H66 0.4082 -1.7079 0.8692  0.12
H67 -1.3000 -3.8223 0.9339  0.08
H68 -3.0314 -3.2614 0.9842  0.06
H69 -2.0972 -3.2998 2.4086  0.06
C25 -2.0970 -3.0318 -2.2194  -0.10
O13 -1.5640 -2.9340 -3.5103  -0.20
C26 -1.5557 -1.6872 -4.1519  -0.22
C27 -1.1751 -1.8112 -5.6207  -0.19
N16 -2.2711 -2.3630 -6.3910  -0.05
C28 -2.0420 -2.4032 -7.8044  -0.23
C29 -3.1051 -3.2599 -8.5371  -0.22
O14 -3.0918 -4.5974 -8.1093  -0.20
C30 -2.0567 -5.3701 -8.6528  -0.11
H70 -1.5823 -2.5194 -1.4054  0.08
H71 -2.1742 -4.1052 -2.0256  0.06
H72 -3.1685 -2.8150 -2.3039  0.08
H73 -0.7252 -1.1098 -3.7253  0.09
H74 -2.4626 -1.1010 -3.9936  0.11
H75 -0.2983 -2.4513 -5.7796  0.09
H76 -0.8932 -0.8005 -5.9286  0.12
H77 -2.6467 -3.2214 -6.0146  0.12
H78 -1.0646 -2.8053 -8.1051  0.10
H79 -2.1757 -1.3836 -8.1784  0.12
H80 -3.0129 -3.2158 -9.6293  0.11
H81 -4.0923 -2.8120 -8.4032  0.12
H82 -2.2892 -6.4173 -8.4487  0.09
H83 -1.1360 -5.1116 -8.1228  0.08
H84 -2.0627 -5.3008 -9.7452  0.09
C31 -4.1416 2.2638 1.1787  -0.07
O15 -4.4865 3.5882 1.5842  -0.19
C32 -4.2248 3.8324 2.9581  -0.21
C33 -2.7530 3.9956 3.2171  -0.23
N17 -2.1724 4.9480 2.2450  -0.04
C34 -0.7031 5.0352 2.2488  -0.19
C35 -0.2810 5.8371 1.0333  -0.23
O16 -0.6565 5.1304 -0.1363  -0.19
C36 -0.1765 5.7513 -1.3039  -0.12
H85 -3.0741 2.1073 1.3403  0.07
H86 -4.3344 2.1019 0.1172  0.08
H87 -4.8527 1.5964 1.6745  0.07
H88 -4.5820 2.9808 3.5511  0.11
H89 -4.7970 4.7061 3.2650  0.13
H90 -2.1483 3.0756 3.2234  0.09
H91 -2.6213 4.2622 4.2733  0.12
H92 -2.6343 4.7005 1.3794  0.10
H93 -0.3598 3.9973 2.2936  0.08
H94 -0.3654 5.5338 3.1582  0.11
H95 0.8107 5.9564 1.0691  0.07
H96 -0.6844 6.8536 1.0075  0.13
H97 -0.4285 5.1294 -2.1626  0.07
H98 0.9172 5.8360 -1.3314  0.07
H99 -0.5852 6.7592 -1.4160  0.09
C37 -7.5385 -1.6178 -0.2336  -0.05
C38 -6.1220 -1.2829 0.2164  -0.40
C39 -5.5986 -1.8323 1.5364  -0.21
O17 -6.5225 -1.8780 2.6167  -0.19
C40 -6.9598 -0.6116 3.1251  -0.07
N18 -5.2004 -1.7351 -0.8219  0.05
H100 -7.6379 -1.2986 -1.2749  0.08
H101 -8.3966 -1.1332 0.2363  0.08
H102 -7.7372 -2.6929 -0.2700  0.07
H103 -6.1208 -0.1986 0.3641  0.12
H104 -4.6806 -1.3044 1.8259  0.11
H105 -5.1925 -2.8469 1.4669  0.11
H106 -6.3914 -0.2939 4.0025  0.06
H107 -8.0268 -0.7480 3.2780  0.10
H108 -6.7584 0.1959 2.4158  0.08
H109 -4.9233 -2.6985 -0.6450  0.04
H110 -5.5945 -1.8369 -1.7504  0.08
C41 1.6828 -1.4928 -2.3604  -0.04
C42 3.1073 -1.4805 -1.8173  -0.36
C43 4.2005 -0.8972 -2.7531  -0.23
O18 5.4215 -0.9224 -2.0911  -0.18
C44 6.5005 -0.4963 -2.9184  -0.08
N19 3.0487 -0.6761 -0.5767  0.04
H111 1.4028 -0.4533 -2.5441  0.07
H112 1.0783 -1.9887 -1.6029  0.07
H113 1.5991 -2.0072 -3.3185  0.06
H114 3.4519 -2.4863 -1.5694  0.14
H115 4.0643 0.0816 -3.2436  0.12
H116 4.1900 -1.5160 -3.6647  0.11
H117 6.4606 -0.9441 -3.9173  0.09
H118 7.4265 -0.9270 -2.5392  0.09
H119 6.5987 0.5820 -3.0556  0.08
H120 3.0738 0.3281 -0.8162  0.04
H121 4.0395 -0.7869 -0.3443  0.06
C45 0.3218 2.0291 6.1714  -0.05
C46 1.1272 2.1043 4.8806  -0.42
C47 2.5895 1.8109 5.1954  -0.22
O19 3.1337 2.6974 6.1550  -0.17
C48 4.4191 2.3420 6.5639  -0.12
N20 0.5780 1.1247 3.9741  0.06
H122 0.6375 2.7701 6.9107  0.08
H123 0.3837 1.0548 6.6568  0.08
H124 -0.7161 2.3436 6.0337  0.07
H125 1.0926 3.1285 4.4856  0.13
H126 3.1623 1.8311 4.2569  0.11
H127 2.7633 0.7702 5.4935  0.11
H128 5.1979 2.6353 5.8474  0.07
H129 4.6471 1.2774 6.6898  0.09
H130 4.6257 2.8101 7.5263  0.09
H131 0.9551 1.1481 3.0195  0.05
H132 -0.4188 1.3039 3.8698  0.05
C49 4.3311 7.5467 2.5997  -0.05
C50 3.4598 6.4252 2.0896  -0.40
C51 3.8298 4.9904 2.4262  -0.16
O20 5.2034 4.7948 2.0570  -0.19
C52 5.8534 3.6796 2.6160  -0.10
N21 2.0944 6.7035 2.6070  0.04
H133 5.3457 7.3646 2.2379  0.05
H134 4.3342 7.6103 3.6896  0.09
H135 3.9440 8.4988 2.2351  0.09
H136 3.4103 6.4937 0.9982  0.12
H137 3.2637 4.2400 1.8615  0.08
H138 3.5822 4.6594 3.4426  0.13
H139 6.9418 3.6993 2.5486  0.09
H140 5.6154 2.7406 2.1016  0.05
H141 5.6009 3.5060 3.6652  0.08
H142 2.0511 6.2501 3.5174  0.08
H143 2.0735 7.6835 2.8638  0.08
C53 5.7110 8.4797 -2.2908  -0.06
C54 6.4515 7.4991 -1.3574  -0.41
C55 7.0748 8.1506 -0.1751  -0.22
O21 7.7143 7.2294 0.6992  -0.19
C56 8.1297 7.7993 1.9206  -0.10
N22 5.4476 6.4317 -1.0778  0.05
H144 6.3878 9.2031 -2.7505  0.08
H145 4.9823 9.0865 -1.7436  0.08
H146 5.1309 8.0304 -3.0965  0.08
H147 7.2190 7.0995 -2.0254  0.12
H148 6.4569 8.9025 0.3333  0.13
H149 7.8238 8.8585 -0.5629  0.13
H150 8.5990 6.9971 2.4907  0.09
H151 7.3383 8.1752 2.5733  0.08
H152 8.8815 8.5456 1.6478  0.09
H153 5.4599 6.2597 -0.0737  0.05
H154 4.5042 6.7387 -1.2775  0.07
C57 -4.3596 -1.5947 4.6592  -0.04
C58 -3.8920 -0.1606 4.3675  -0.42
C59 -3.7363 0.7285 5.5934  -0.21
O22 -4.9140 0.6913 6.3854  -0.16
C60 -4.6237 1.0875 7.7114  -0.12
N23 -2.6385 -0.1439 3.5995  0.09
H155 -5.2572 -1.4947 5.2756  0.08
H156 -3.6496 -2.1383 5.2862  0.07
H157 -4.6038 -2.1810 3.7744  0.06
H158 -4.6867 0.3361 3.8014  0.09
H159 -3.6376 1.7332 5.1670  0.11
H160 -2.7720 0.4700 6.0417  0.12
H161 -5.4690 0.8597 8.3575  0.09
H162 -4.4236 2.1608 7.8226  0.08
H163 -3.7051 0.6698 8.1341  0.08
H164 -2.8119 -0.5585 2.6832  0.05
H165 -2.0376 -0.9053 3.9396  0.04

Cartesian forces (eV/Å) of the 3 atoms listed first:
C -1.0 1.0 0.0
O 0.0 0.0 0.5
N 0.7 -1.5 0.1